(1)
Density functional theory data (wB97M-V/def2-TZVPD) for a cluster of 2 separate species, C67H61N4O in total.

Positions of all 133 atoms, in Å:
C: -6.318 1.071 0.644
C: -4.962 1.228 1.263
C: -3.825 1.247 0.452
C: -2.546 1.439 0.990
C: -1.382 1.620 0.064
C: -2.419 1.500 2.387
N: -1.127 1.579 2.988
C: -0.084 0.717 2.823
C: -0.057 -0.526 2.055
C: -1.182 -1.526 2.044
C: -1.671 -1.913 0.704
C: -2.120 -1.589 3.132
C: -1.732 -1.262 4.446
C: -2.639 -1.367 5.504
C: -3.950 -1.795 5.269
C: -4.359 -2.116 3.971
C: -3.461 -2.032 2.917
O: 0.952 -0.769 1.340
N: 1.050 1.380 3.193
C: 2.403 1.033 2.885
C: 2.979 -0.112 3.449
C: 2.252 -0.908 4.480
C: 4.262 -0.496 3.045
C: 5.006 0.299 2.170
C: 6.387 -0.103 1.746
C: 4.437 1.474 1.677
C: 3.136 1.859 2.024
C: 2.560 3.091 1.406
C: 0.670 2.585 3.788
C: -0.654 2.699 3.681
C: -3.547 1.576 3.216
C: -3.438 1.774 4.692
C: -4.810 1.397 2.638
H: -7.076 0.911 1.418
H: -6.600 1.966 0.072
H: -6.337 0.222 -0.051
H: -3.932 1.147 -0.630
H: -0.833 2.554 0.257
H: -0.670 0.786 0.099
H: -1.769 1.671 -0.963
H: -2.155 -2.900 0.738
H: -2.419 -1.184 0.335
H: -0.862 -1.947 -0.031
H: -0.697 -0.956 4.620
H: -2.317 -1.093 6.511
H: -4.657 -1.876 6.096
H: -5.383 -2.440 3.771
H: -3.799 -2.268 1.903
H: 2.854 -1.781 4.756
H: 2.030 -0.335 5.392
H: 1.305 -1.281 4.080
H: 4.676 -1.427 3.438
H: 7.019 0.783 1.611
H: 6.845 -0.755 2.496
H: 6.372 -0.644 0.790
H: 5.011 2.105 0.994
H: 3.349 3.573 0.815
H: 1.735 2.863 0.716
H: 2.211 3.819 2.147
H: 1.401 3.272 4.178
H: -1.314 3.501 3.966
H: -4.427 1.604 5.136
H: -2.754 1.056 5.157
H: -3.121 2.790 4.961
H: -5.690 1.390 3.287
C: -1.074 -7.200 11.140
C: -0.610 -5.906 10.878
C: 0.088 -5.635 9.697
C: 0.417 -6.693 8.840
N: 1.391 -6.527 7.817
C: 2.510 -7.399 7.887
C: 2.939 -8.125 6.768
C: 3.998 -9.030 6.892
C: 4.650 -9.186 8.120
C: 4.206 -8.477 9.244
C: 3.118 -7.611 9.138
C: 1.207 -5.627 6.775
C: 2.237 -5.397 5.835
C: 1.979 -4.682 4.683
C: 0.688 -4.133 4.431
C: 0.371 -3.585 3.117
C: 0.475 -4.414 1.975
C: 0.657 -3.845 0.683
C: 0.352 -4.576 -0.438
C: 0.038 -5.944 -0.314
N: -0.621 -6.582 -1.380
C: -0.283 -7.895 -1.735
C: -1.248 -8.763 -2.272
C: -0.912 -10.089 -2.549
C: 0.394 -10.545 -2.336
C: 1.364 -9.671 -1.825
C: 1.028 -8.355 -1.510
C: -1.768 -5.939 -1.910
C: -2.068 -6.022 -3.277
C: -3.153 -5.305 -3.791
C: -3.949 -4.526 -2.944
C: -3.662 -4.461 -1.574
C: -2.589 -5.185 -1.053
C: 0.231 -6.601 0.915
C: 0.359 -5.839 2.062
C: -0.269 -4.214 5.470
C: -0.026 -4.965 6.609
C: -0.097 -7.980 9.071
C: -0.858 -8.226 10.211
H: -1.608 -7.414 12.068
H: -0.783 -5.099 11.591
H: 0.421 -4.624 9.452
H: 2.434 -7.981 5.810
H: 4.307 -9.601 6.017
H: 5.501 -9.863 8.206
H: 4.701 -8.596 10.209
H: 2.723 -7.096 10.018
H: 3.226 -5.829 5.988
H: 2.759 -4.564 3.927
H: 0.414 -2.515 3.002
H: 0.988 -2.808 0.607
H: 0.313 -4.103 -1.421
H: -2.260 -8.398 -2.461
H: -1.682 -10.758 -2.933
H: 0.653 -11.579 -2.567
H: 2.387 -10.014 -1.663
H: 1.774 -7.679 -1.087
H: -1.452 -6.652 -3.924
H: -3.367 -5.361 -4.859
H: -4.797 -3.969 -3.346
H: -4.265 -3.852 -0.898
H: -2.388 -5.180 0.022
H: 0.197 -7.690 0.964
H: 0.320 -6.318 3.043
H: -1.232 -3.725 5.316
H: -0.802 -5.066 7.369
H: 0.130 -8.778 8.360
H: -1.264 -9.225 10.373

The energy above the lowest of the compared OMol25 structures with the same formula, charge and spin comes out at 37.19 kJ/mol. The calculation puts the strongest force on any atom at 0.087 Eh/bohr. Its net charge is +1. The HOMO-LUMO gap is 4.3 eV. The spin multiplicity is 1.

(2)
Density functional theory data (wB97M-V/def2-TZVPD) for a cluster of 11 separate species, C67H69IO2 in total.

Positions of all 139 atoms, in Å:
C: 6.097 0.041 4.091
C: 6.402 -1.225 3.831
C: 6.412 -2.700 3.144
O: 6.843 -3.644 3.905
O: 5.975 -2.964 1.801
C: 4.834 -2.140 1.415
C: 3.509 -2.648 2.202
C: 2.543 -1.420 2.698
C: 1.149 -2.132 3.164
I: 2.182 -0.003 1.032
H: 5.732 1.141 4.161
H: 5.014 -1.001 1.494
H: 4.661 -2.346 0.278
H: 3.730 -3.324 3.106
H: 2.873 -3.231 1.421
H: 2.957 -0.864 3.615
H: 0.514 -1.465 3.866
H: 1.466 -3.123 3.687
H: 0.492 -2.459 2.263
C: 9.188 -1.535 0.983
C: 10.277 -0.702 0.741
C: 11.193 -1.025 -0.255
C: 11.023 -2.184 -1.007
C: 9.940 -3.022 -0.758
C: 9.022 -2.698 0.238
H: 8.468 -1.279 1.755
H: 10.410 0.202 1.328
H: 12.040 -0.373 -0.447
H: 11.736 -2.435 -1.786
H: 9.811 -3.930 -1.339
H: 8.176 -3.349 0.432
C: 0.717 4.389 -0.781
C: 1.745 3.464 -0.620
C: 2.792 3.731 0.259
C: 2.812 4.925 0.974
C: 1.789 5.854 0.807
C: 0.741 5.586 -0.069
H: -0.102 4.178 -1.461
H: 1.730 2.534 -1.180
H: 3.591 3.008 0.386
H: 3.626 5.132 1.661
H: 1.808 6.788 1.360
H: -0.058 6.310 -0.198
C: -1.360 -0.912 -0.734
C: -1.215 0.378 -0.230
C: -2.267 1.286 -0.325
C: -3.463 0.905 -0.928
C: -3.604 -0.383 -1.440
C: -2.554 -1.291 -1.342
H: -0.542 -1.621 -0.653
H: -0.282 0.676 0.238
H: -2.154 2.290 0.071
H: -4.283 1.611 -1.000
H: -4.535 -0.678 -1.916
H: -2.665 -2.296 -1.739
C: -6.376 -3.401 -5.974
C: -6.300 -3.522 -4.589
C: -5.264 -2.907 -3.892
C: -4.301 -2.173 -4.580
C: -4.372 -2.059 -5.966
C: -5.410 -2.672 -6.663
H: -7.188 -3.875 -6.516
H: -7.049 -4.097 -4.052
H: -5.207 -2.999 -2.811
H: -3.495 -1.691 -4.036
H: -3.618 -1.492 -6.503
H: -5.467 -2.581 -7.743
C: 14.726 -5.646 -2.397
C: 15.218 -6.639 -1.555
C: 14.664 -6.818 -0.290
C: 13.621 -5.998 0.135
C: 13.136 -4.999 -0.703
C: 13.687 -4.823 -1.970
H: 15.154 -5.512 -3.385
H: 16.033 -7.276 -1.885
H: 15.046 -7.595 0.365
H: 13.188 -6.139 1.120
H: 12.327 -4.357 -0.370
H: 13.307 -4.045 -2.625
C: 2.173 9.303 3.067
C: 2.662 8.307 3.908
C: 2.110 8.132 5.175
C: 1.072 8.957 5.601
C: 0.590 9.958 4.763
C: 1.139 10.131 3.496
H: 2.599 9.435 2.077
H: 3.473 7.666 3.577
H: 2.489 7.354 5.829
H: 0.640 8.819 6.587
H: -0.215 10.605 5.098
H: 0.761 10.910 2.841
C: -11.047 -3.241 -6.102
C: -11.848 -2.807 -7.154
C: -11.793 -3.454 -8.386
C: -10.932 -4.533 -8.566
C: -10.123 -4.962 -7.517
C: -10.182 -4.317 -6.284
H: -11.095 -2.740 -5.140
H: -12.518 -1.963 -7.014
H: -12.420 -3.117 -9.205
H: -10.890 -5.039 -9.525
H: -9.448 -5.800 -7.659
H: -9.553 -4.652 -5.465
C: 0.435 5.058 6.644
C: 0.923 4.062 7.486
C: 0.371 3.888 8.752
C: -0.666 4.712 9.179
C: -1.149 5.714 8.341
C: -0.600 5.886 7.073
H: 0.860 5.190 5.654
H: 1.734 3.421 7.154
H: 0.750 3.109 9.407
H: -1.098 4.574 10.165
H: -1.954 6.360 8.676
H: -0.977 6.666 6.419
C: -7.096 -2.551 3.126
C: -6.390 -1.524 3.748
C: -5.419 -0.819 3.042
C: -5.151 -1.144 1.714
C: -5.850 -2.177 1.096
C: -6.823 -2.879 1.801
H: -7.857 -3.096 3.675
H: -6.598 -1.273 4.783
H: -4.872 -0.016 3.525
H: -4.396 -0.593 1.163
H: -5.637 -2.434 0.062
H: -7.370 -3.683 1.318
C: -7.667 -0.294 -4.417
C: -8.561 -0.403 -5.479
C: -9.708 0.385 -5.508
C: -9.965 1.279 -4.472
C: -9.076 1.381 -3.405
C: -7.927 0.596 -3.378
H: -6.770 -0.903 -4.398
H: -8.362 -1.103 -6.286
H: -10.403 0.302 -6.338
H: -10.858 1.895 -4.496
H: -9.279 2.074 -2.594
H: -7.233 0.678 -2.547

The calculation puts the strongest force on any atom at 0.136 Eh/bohr. The HOMO-LUMO gap is 8.7 eV. The spin multiplicity is 1.